No. 1
203
Properties=species:S:1:pos:R:3:forces:R:3:mulliken_spin:R:1 method="wB97M-V/def2-TZVPD" orbital_gap_ha="0.358 / 0.282" spin_multiplicity=6
Fe 1.206 3.049 0.183 -2.2 -2.0 0.1 4.394
C -0.620 -1.064 0.455 1.1 0.3 0.4 0.017
C -0.983 0.410 0.433 0.5 1.7 0.7 -0.018
O 0.011 1.402 0.094 1.0 0.3 0.0 0.314
H -0.022 -1.395 -0.394 -0.5 -0.1 -0.3 0.003
H -1.515 -1.643 0.681 -0.1 -0.1 -0.6 -0.007
H 0.020 -1.254 1.317 0.2 0.1 0.1 0.001
H -1.279 0.634 1.457 -0.3 0.1 0.3 0.007
H -1.882 0.597 -0.155 0.0 0.0 -0.5 0.023
F 2.206 2.670 -1.507 -0.4 0.2 1.1 0.063
F 0.362 3.851 1.839 0.3 -0.7 -1.1 0.084
C 0.197 -7.278 0.704 0.9 -0.3 -0.5 0.000
C 0.886 -7.640 2.065 -1.4 2.1 -2.0 0.000
C 1.738 -6.441 2.539 0.6 -1.5 0.2 0.000
O -0.148 -7.937 2.967 -0.1 -0.8 1.4 0.000
H -0.282 -8.127 0.216 0.0 -0.2 0.2 0.000
H 0.925 -6.902 -0.015 0.3 -0.2 0.0 0.000
H -0.544 -6.478 0.701 -0.1 0.1 0.8 0.000
H 1.477 -8.544 1.917 0.1 0.1 0.1 0.000
H 2.494 -6.855 3.206 -0.1 0.2 0.5 0.000
H 1.158 -5.695 3.082 0.2 -0.1 -0.3 0.000
H 2.357 -6.040 1.737 -0.4 0.3 -0.2 0.000
H -0.978 -7.506 2.752 0.3 0.2 -0.3 0.000
C 4.744 1.796 -4.263 0.5 1.1 1.0 -0.001
C 5.077 3.038 -3.419 -0.8 0.9 -0.4 0.001
C 6.293 3.883 -4.017 -1.5 -1.0 0.6 0.000
O 3.899 3.876 -3.326 0.7 0.9 -1.1 0.001
H 5.688 1.250 -4.258 -0.3 -0.7 -0.5 0.000
H 4.420 2.122 -5.251 0.3 -0.1 -0.1 0.000
H 3.910 1.262 -3.807 0.3 -0.3 0.0 0.001
H 5.217 2.794 -2.366 0.9 -0.5 0.0 0.000
H 5.994 4.931 -4.032 0.2 0.0 0.2 0.000
H 6.503 3.582 -5.043 -0.1 -0.1 0.0 0.000
H 7.190 3.700 -3.424 0.0 0.3 0.0 0.000
H 3.208 3.428 -2.832 -0.1 -0.5 0.4 -0.003
C 4.235 -4.526 -2.058 -0.1 -0.2 0.2 0.000
C 3.396 -3.274 -1.894 1.2 1.1 0.6 0.000
C 4.027 -2.320 -0.849 -0.9 -0.9 -0.2 0.001
O 3.371 -2.577 -3.100 -0.1 -0.3 -1.5 0.000
H 5.310 -4.348 -2.105 0.0 0.5 0.2 0.000
H 4.037 -5.090 -2.970 -0.5 0.0 0.1 0.000
H 4.038 -5.130 -1.173 0.1 -0.4 -0.1 0.000
H 2.389 -3.502 -1.545 -0.3 -0.3 -0.1 0.000
H 4.946 -1.907 -1.262 0.1 -0.2 0.3 0.000
H 4.135 -2.901 0.067 0.4 0.4 0.1 0.000
H 3.312 -1.515 -0.677 0.1 0.2 0.1 0.000
H 3.024 -1.693 -2.961 -0.3 0.4 0.1 0.000
C 2.941 0.038 2.272 -0.7 0.9 0.5 0.013
C 2.338 1.432 2.667 1.3 -1.9 0.1 -0.028
C 2.974 1.963 3.991 -0.4 0.3 -1.0 0.001
O 2.647 2.251 1.500 -0.6 0.4 0.6 0.037
H 2.534 -0.702 2.963 0.5 -0.2 0.2 0.000
H 4.024 0.153 2.293 0.1 -0.5 0.2 0.000
H 2.657 -0.292 1.273 -0.2 0.4 0.0 -0.006
H 1.265 1.296 2.800 0.0 0.6 -0.5 0.012
H 3.943 2.435 3.829 0.3 -0.2 -0.3 0.000
H 3.141 1.148 4.696 -0.2 0.0 -0.1 0.000
H 2.365 2.745 4.444 -0.1 -0.1 0.0 0.000
H 3.504 2.655 1.653 0.1 0.2 -0.2 0.004
C 1.188 1.175 -4.352 -1.2 0.2 -0.6 0.000
C 0.713 0.159 -3.239 0.6 2.5 -3.0 0.012
C 0.179 -1.111 -3.739 -0.6 -2.5 0.1 0.000
O 1.850 -0.072 -2.498 0.7 -1.0 1.5 -0.004
H 0.361 1.392 -5.028 -0.3 0.1 0.1 0.001
H 1.990 0.940 -5.052 0.2 -1.2 0.4 0.000
H 1.540 2.139 -3.984 -0.3 0.0 0.7 0.001
H -0.130 0.610 -2.717 0.3 0.5 0.6 -0.001
H 0.919 -1.832 -4.086 0.3 0.3 -0.2 0.000
H -0.645 -1.145 -4.451 0.2 0.8 -0.3 0.000
H -0.268 -1.586 -2.866 0.0 -0.4 0.3 0.000
H 2.155 0.795 -2.218 0.2 0.4 0.6 0.000
C 2.361 7.095 -0.078 -0.1 0.5 0.6 0.001
C 2.925 5.731 -0.524 0.0 2.2 -1.0 -0.002
C 4.466 5.612 -0.626 -0.6 -0.2 1.3 0.001
O 2.380 4.848 0.425 0.6 -1.1 0.2 0.023
H 1.273 7.055 -0.020 -0.1 0.0 -1.0 0.000
H 2.721 7.994 -0.578 -0.1 -0.3 -0.4 0.000
H 2.452 7.332 0.982 1.1 -0.4 0.4 0.000
H 2.417 5.517 -1.465 0.5 -0.3 -0.1 -0.001
H 5.015 6.369 -1.185 -0.5 -0.3 -0.7 0.000
H 4.729 4.578 -0.847 0.1 0.2 -0.6 0.000
H 4.870 5.777 0.373 -0.1 0.0 0.5 0.000
H 2.780 5.143 1.246 -0.5 -0.4 0.7 0.001
C -1.988 1.784 -6.957 -1.2 0.6 -0.5 0.000
C -3.246 1.812 -6.079 0.5 0.4 0.0 0.000
C -2.900 1.252 -4.735 -0.2 0.1 1.3 0.000
O -3.821 3.134 -5.914 0.5 -0.7 0.3 0.000
H -1.036 1.970 -6.459 -0.2 -0.4 0.2 0.000
H -2.108 2.597 -7.673 0.1 -0.2 -0.4 0.000
H -2.075 0.828 -7.474 0.8 0.0 -0.1 0.000
H -3.990 1.171 -6.552 -0.2 0.0 -0.1 0.000
H -3.719 1.374 -4.026 -0.2 -0.1 0.0 0.000
H -2.057 1.769 -4.276 0.0 0.1 -0.3 -0.001
H -2.628 0.196 -4.743 -0.1 0.0 -0.4 0.000
H -4.057 3.461 -6.786 0.0 0.0 -0.1 0.000
C -5.128 0.052 3.800 0.2 -0.3 -0.1 0.000
C -4.491 -0.875 2.779 1.0 -0.4 0.9 0.000
C -3.096 -1.341 3.350 -1.1 0.2 -0.4 0.000
O -5.393 -1.950 2.664 -0.4 -0.8 -0.1 0.000
H -5.084 -0.403 4.789 0.2 -0.1 0.1 0.000
H -6.193 0.123 3.580 0.1 0.6 -0.2 0.000
H -4.566 0.985 3.833 -0.4 0.2 0.0 0.000
H -4.401 -0.406 1.799 0.2 0.3 0.0 0.000
H -2.515 -0.458 3.617 0.2 0.0 -0.1 -0.001
H -2.520 -1.997 2.697 -0.1 0.2 -0.2 0.000
H -3.293 -1.907 4.260 -0.1 0.0 0.1 0.000
H -5.292 -2.397 1.820 0.2 0.0 0.0 0.000
C 5.843 -3.809 5.028 1.3 0.6 -0.3 0.000
C 4.722 -3.645 4.035 -0.2 0.9 -0.2 0.000
C 4.971 -3.039 2.636 0.4 0.2 1.0 0.000
O 4.153 -4.872 3.817 -1.1 -1.7 -0.2 0.000
H 6.684 -4.373 4.625 0.1 0.1 -0.1 0.000
H 5.558 -4.329 5.943 -0.5 0.0 -0.1 0.000
H 6.171 -2.818 5.342 0.4 0.0 0.0 0.000
H 4.030 -3.018 4.597 -0.6 0.5 -0.3 0.000
H 5.536 -2.124 2.814 0.3 0.0 -0.5 0.000
H 4.079 -2.763 2.074 -0.4 0.0 0.7 0.000
H 5.454 -3.743 1.957 0.6 0.0 0.4 0.000
H 3.796 -5.123 4.672 -0.4 -0.5 -0.1 0.000
C -9.095 1.650 2.315 0.3 -1.1 0.4 0.000
C -7.807 2.023 1.547 -2.2 -1.5 -0.4 0.000
C -7.470 0.904 0.589 1.0 -1.4 -0.5 0.000
O -8.025 3.190 0.842 1.3 2.4 -0.3 0.000
H -9.717 0.956 1.749 -0.1 0.3 -0.4 0.000
H -9.720 2.473 2.660 0.4 0.2 0.0 0.000
H -8.807 1.026 3.161 -0.1 0.2 0.4 0.000
H -6.998 2.103 2.273 0.1 0.8 -0.2 0.000
H -7.359 -0.058 1.090 -0.1 -0.1 0.4 0.000
H -6.525 0.992 0.053 0.4 0.6 0.2 0.000
H -8.149 0.702 -0.239 -0.7 0.5 0.3 0.000
H -8.802 3.262 0.282 -0.1 -0.8 0.3 0.000
C -3.908 3.054 1.772 -0.9 -0.7 -0.4 0.000
C -3.544 3.736 0.452 0.3 -0.2 0.7 0.001
C -4.682 4.572 -0.014 -0.7 0.6 -0.4 0.000
O -2.388 4.557 0.487 0.4 0.4 0.1 0.002
H -3.148 2.401 2.201 0.1 0.1 -0.1 0.001
H -4.765 2.443 1.490 0.1 -0.8 -0.2 -0.001
H -4.446 3.606 2.543 0.8 1.0 0.1 0.000
H -3.298 2.952 -0.265 -0.3 -0.3 -0.1 0.002
H -4.900 5.340 0.728 -0.1 -0.1 0.2 0.000
H -5.570 3.963 -0.185 -0.1 0.1 0.0 0.000
H -4.460 5.133 -0.922 0.2 -0.2 -0.2 0.000
H -1.962 4.495 1.345 0.4 -0.1 0.1 0.001
C 2.596 -6.569 -5.460 0.1 -0.6 0.5 0.000
C 1.400 -5.653 -5.721 -0.4 -1.1 1.4 0.000
C 0.798 -5.009 -4.453 -0.1 -0.9 0.2 0.000
O 1.824 -4.608 -6.493 0.6 1.2 -1.5 0.000
H 3.386 -6.101 -4.872 -0.1 0.3 0.1 0.000
H 3.073 -6.907 -6.379 -0.3 0.2 -0.2 0.000
H 2.322 -7.476 -4.921 -0.2 0.0 0.1 0.000
H 0.666 -6.284 -6.222 -0.3 0.5 -0.4 0.000
H 1.619 -4.790 -3.770 -0.1 -0.2 0.4 0.000
H 0.052 -5.683 -4.031 0.2 0.0 0.5 0.000
H 0.306 -4.049 -4.606 -0.1 -0.2 -0.6 0.000
H 2.405 -4.191 -5.853 0.5 0.9 -0.5 0.000
C -4.249 -2.159 -1.250 2.3 0.6 0.8 0.000
C -3.332 -2.879 -2.262 -0.1 -1.1 1.9 0.000
C -2.733 -4.154 -1.591 0.0 0.2 -0.1 0.000
O -4.155 -3.249 -3.291 -0.9 -1.1 -2.2 0.000
H -3.567 -1.926 -0.432 0.0 0.4 0.5 0.000
H -5.029 -2.758 -0.780 -0.2 -0.2 -0.7 0.000
H -4.568 -1.189 -1.632 -0.5 -0.2 -0.1 0.000
H -2.519 -2.286 -2.681 0.2 0.5 0.5 0.000
H -2.172 -3.885 -0.696 -0.2 0.2 0.2 0.000
H -2.021 -4.758 -2.152 0.0 0.4 -0.7 0.000
H -3.517 -4.862 -1.323 -0.3 0.2 0.1 0.000
H -4.456 -2.443 -3.718 -0.2 -0.1 -0.2 0.000
C 0.754 -2.339 5.987 -1.2 -0.1 -0.5 0.000
C 0.254 -3.601 5.179 0.7 3.0 -0.2 0.000
C 0.046 -3.416 3.681 0.4 0.5 0.3 0.000
O 1.295 -4.533 5.336 -0.6 -1.2 0.5 0.000
H 0.122 -1.454 5.905 -0.3 0.1 -0.6 0.000
H 1.757 -2.046 5.677 0.1 -0.2 0.1 0.000
H 0.685 -2.515 7.061 0.5 -0.5 0.0 0.000
H -0.722 -3.893 5.568 0.1 -0.5 0.4 0.000
H 0.991 -3.304 3.150 0.3 -0.4 0.1 0.000
H -0.466 -2.489 3.421 -0.6 -0.3 0.2 0.000
H -0.466 -4.328 3.376 -0.1 0.3 -0.6 0.000
H 1.001 -5.017 6.111 0.6 -0.5 0.2 0.000
C -0.333 2.490 4.987 -0.3 -0.3 1.1 0.001
C -0.596 3.968 5.171 2.2 1.1 1.3 0.001
C -0.311 4.597 6.590 -1.4 -1.6 0.0 0.000
O 0.392 4.647 4.391 -0.7 0.1 -0.1 0.002
H -1.035 1.886 5.562 -0.5 -0.1 -0.3 0.000
H 0.627 2.145 5.373 0.2 0.3 -0.3 0.000
H -0.448 2.354 3.912 0.1 -0.6 0.0 0.002
H -1.602 4.085 4.769 -0.3 0.8 0.3 0.000
H -0.759 5.569 6.799 0.1 0.1 -0.6 0.000
H 0.747 4.617 6.850 0.0 0.0 -0.6 0.000
H -0.762 3.937 7.331 -0.1 -0.1 0.3 0.000
H 0.276 4.276 3.513 0.5 0.2 -1.0 -0.001
C -0.917 3.762 -3.205 -0.9 0.0 0.3 0.017
C -0.033 4.623 -2.324 0.1 1.1 -1.3 -0.019
C -0.480 6.106 -2.311 -0.3 -0.7 0.0 0.002
O -0.113 4.131 -1.007 0.7 0.0 0.1 0.040
H -1.963 4.021 -3.044 -0.3 0.8 -0.4 0.001
H -1.035 2.737 -2.854 1.3 -0.3 -0.2 -0.008
H -0.667 3.838 -4.263 -0.1 -0.2 0.1 0.000
H 0.988 4.601 -2.708 0.1 -0.4 0.4 0.001
H -1.545 6.149 -2.082 -0.1 0.0 0.0 0.000
H -0.343 6.551 -3.296 0.1 0.1 0.1 0.000
H 0.018 6.670 -1.523 0.2 0.0 -0.3 0.000
H -1.062 4.118 -0.861 -0.6 -0.1 1.4 0.004

=====

No. 2
92
Properties=species:S:1:pos:R:3:forces:R:3:mulliken_charge:R:1 method="wB97M-V/def2-TZVPD" charge=+1 orbital_gap_ha=0.283
C -2.984 3.310 -4.860 -0.1 0.7 3.8 -0.711
C -2.763 3.651 -3.429 -0.5 -0.8 -3.3 -0.482
C -1.428 3.177 -2.539 -0.1 1.3 -1.1 0.326
C -1.619 3.834 -1.059 -2.4 1.7 -1.2 -0.951
N -0.891 3.173 0.073 1.2 1.4 1.0 0.380
C -0.679 1.692 -0.010 1.5 -3.4 1.3 -1.248
C -1.553 0.855 -1.091 -1.0 -0.4 -0.5 1.494
C -3.212 0.935 -0.859 -0.4 1.3 -0.2 -0.818
C -3.650 1.359 0.655 -1.2 -1.3 -0.1 -0.867
C -3.347 0.180 1.802 -1.5 2.2 0.0 0.109
C -3.569 0.963 3.263 0.3 -1.0 -0.1 -0.632
C -2.454 0.350 4.296 -0.1 0.5 0.3 -0.549
C -1.212 1.425 4.571 -0.6 -0.6 0.8 0.011
C 0.025 0.770 5.430 0.6 0.8 -0.3 -0.692
C 1.335 0.584 4.445 -0.1 -0.2 0.8 -0.041
C 2.631 -0.118 5.162 0.6 -1.1 -1.0 -0.457
C 3.722 -0.455 3.941 -0.2 0.8 -0.6 -0.116
C 5.008 0.569 3.937 0.1 -0.3 0.3 -1.000
C -1.280 -0.794 -1.014 0.0 -0.2 1.3 -1.261
C 0.134 -1.207 -0.301 0.3 -0.4 0.5 0.508
C 0.464 -2.815 -0.323 0.2 -0.2 1.0 -0.463
C -0.849 -3.790 -0.157 1.1 1.0 0.2 -0.477
N -0.355 -5.034 0.611 -1.5 0.9 0.9 -0.361
C -0.642 -4.769 2.079 -5.3 -0.9 2.8 0.471
C 0.480 -4.142 3.126 0.5 0.1 -1.1 -0.433
O -1.865 -5.000 2.578 7.1 1.2 -3.0 -0.564
C -1.311 1.517 -2.566 -3.1 -0.8 0.1 -1.420
S 0.188 0.899 -3.524 5.7 8.7 0.4 1.279
O 0.405 1.972 -4.664 -1.9 -4.7 3.0 -0.614
O 1.420 1.105 -2.576 -4.3 -2.3 -2.5 -0.642
C 0.043 -0.774 -4.296 -1.9 -3.9 -0.2 0.822
F -1.428 -1.008 -4.560 4.6 0.7 1.2 -0.289
F 0.613 -1.820 -3.363 -2.1 3.4 -3.0 -0.210
C 0.777 -1.050 -5.724 -1.5 -1.8 -3.6 0.360
F 0.558 -0.048 -6.789 0.8 -3.0 4.1 -0.223
F 0.079 -2.289 -6.256 2.1 3.8 1.9 -0.280
C 2.350 -1.485 -5.670 1.7 -2.1 -2.6 0.604
F 2.841 -1.430 -7.099 -1.8 0.0 4.8 -0.262
F 2.546 -2.930 -5.273 -0.9 5.3 -1.0 -0.248
C 3.353 -0.531 -4.814 4.2 0.6 1.2 0.581
F 4.743 -0.821 -5.339 -4.7 1.0 1.8 -0.256
F 3.173 0.927 -4.991 0.2 -5.6 0.9 -0.152
F 3.423 -0.959 -3.366 -0.7 1.9 -5.2 -0.216
H -4.122 3.244 -5.213 2.8 0.8 0.6 0.252
H -2.131 3.049 -5.620 -1.7 0.0 1.9 0.275
H -3.577 4.331 -2.888 1.7 -2.1 -1.0 0.280
H -0.522 3.728 -3.028 -1.4 -1.5 0.9 0.598
H -2.774 3.862 -0.760 2.6 -0.3 -0.7 0.366
H -1.297 4.981 -1.119 -0.6 -2.6 0.2 0.315
H -1.330 3.388 1.018 0.3 -0.2 -1.6 0.502
H 0.066 3.638 0.127 -1.4 -0.9 -0.1 0.523
H 0.494 1.535 -0.176 -2.8 0.2 0.0 0.418
H -0.877 1.253 1.083 0.3 1.0 -2.5 -0.426
H -3.737 -0.085 -1.182 1.4 2.2 0.8 0.442
H -3.662 1.756 -1.590 0.9 -1.6 1.4 0.391
H -3.277 2.422 1.007 -0.5 -2.1 -0.8 0.064
H -4.841 1.444 0.643 2.6 0.0 0.0 0.421
H -2.284 -0.298 1.699 -2.1 0.8 0.3 -0.275
H -4.238 -0.587 1.689 2.3 1.2 0.1 0.394
H -4.665 0.762 3.665 2.3 0.3 -0.9 0.379
H -3.476 2.138 3.158 0.0 -2.4 0.2 0.263
H -3.040 0.075 5.296 1.7 0.6 -2.0 0.349
H -1.997 -0.633 3.843 -1.0 1.8 1.0 0.138
H -1.670 2.291 5.220 0.9 -1.4 -1.6 0.370
H -0.762 1.840 3.551 -1.1 -0.8 2.0 -0.307
H -0.282 -0.242 5.945 0.6 2.0 -1.1 0.292
H 0.330 1.548 6.266 -0.6 -1.7 -1.6 0.296
H 1.699 1.655 4.073 -0.9 -2.3 0.6 0.188
H 0.999 -0.090 3.521 0.8 1.5 1.8 -0.210
H 2.386 -1.169 5.671 0.2 2.4 -1.0 0.247
H 3.178 0.543 5.958 -1.3 -1.1 -1.5 0.345
H 4.074 -1.579 3.959 -0.6 2.3 0.1 0.316
H 3.156 -0.280 2.905 1.2 -0.6 2.1 -0.025
H 5.409 0.685 5.046 -0.7 -0.3 -2.4 0.279
H 4.744 1.652 3.544 0.4 -2.3 0.8 0.231
H 5.851 0.129 3.241 -1.6 1.0 1.5 0.306
H -1.503 -1.335 -2.036 0.6 1.4 1.8 0.286
H -2.115 -1.223 -0.273 1.8 1.1 -1.8 0.440
H 0.028 -0.910 0.850 0.2 -0.6 -2.4 -0.348
H 1.083 -0.651 -0.690 -1.9 -0.9 0.4 0.173
H 1.147 -3.023 0.633 -1.4 0.5 -2.2 0.279
H 1.094 -3.178 -1.244 -1.3 0.9 1.7 0.106
H -1.240 -4.064 -1.230 0.6 0.3 2.3 0.300
H -1.665 -3.291 0.518 1.2 -0.7 -1.6 0.231
H -0.972 -5.810 0.263 0.6 0.9 1.1 0.348
H 0.134 -4.209 4.265 0.6 0.0 -2.9 0.304
H 1.530 -4.681 2.949 -2.4 1.1 0.5 0.325
H 0.669 -3.002 2.830 -0.5 -2.4 0.7 -0.180
H -2.250 1.176 -3.223 2.2 0.6 1.3 0.721
O 7.836 -1.262 -4.422 -0.2 0.4 -0.1 -0.637
H 8.183 -0.363 -4.323 -0.1 -0.3 0.0 0.319
H 6.988 -1.138 -4.873 0.3 -0.1 0.2 0.331

=====

No. 3
17
Properties=species:S:1:pos:R:3:forces:R:3:mulliken_charge:R:1 method="wB97M-V/def2-TZVPD" charge=+1 orbital_gap_ha=0.204 relative_energy_ev=2.684
C -0.382 0.029 -0.211 -0.1 0.2 -0.5 -0.702
C -0.238 1.518 -0.239 0.5 0.0 0.2 -0.344
C 0.849 2.142 0.216 0.0 0.9 -0.2 -0.148
N 1.021 3.542 0.168 -0.4 -1.0 0.1 -0.538
H 0.568 -0.405 0.124 0.0 0.1 0.1 0.164
H -1.193 -0.272 0.459 0.0 -0.1 0.0 0.297
H -0.604 -0.358 -1.218 0.0 0.0 0.2 0.313
H -1.032 2.129 -0.657 -0.1 -0.2 0.0 0.236
H 1.726 1.634 0.604 -0.2 -0.3 0.0 0.262
H 1.514 3.862 0.982 0.2 0.3 0.1 0.254
H 0.119 3.994 0.105 0.1 0.3 -0.1 0.251
C 0.168 -2.725 0.133 -0.1 -0.1 0.1 -0.326
N -0.925 -3.256 -0.242 -0.4 0.3 -0.1 -0.104
H 0.964 -2.542 -0.576 0.0 -0.1 -0.1 0.391
H 0.294 -2.471 1.175 0.1 0.0 0.1 0.383
H -1.719 -3.357 0.390 0.3 -0.1 0.1 0.307
H -1.129 -3.462 -1.214 0.2 -0.1 -0.1 0.304

=====

No. 4
22
Properties=species:S:1:pos:R:3:forces:R:3:mulliken_charge:R:1 method="wB97M-V/def2-TZVPD" smiles="N=C=C1N=CC=N1.C=C(C)C" orbital_gap_ha=0.333 relative_energy_ev=3.867
C 4.171 1.005 0.251 1.2 1.1 -0.3 -0.104
C 4.323 0.599 -1.160 0.4 -1.2 0.6 -0.160
C 2.741 -0.513 -0.274 2.6 4.5 1.6 -0.059
C -0.388 -0.050 1.749 -2.2 -1.3 -0.2 -1.291
C 2.078 -1.543 0.080 -1.8 -2.4 0.4 0.666
C -1.459 -0.029 0.820 2.3 1.9 3.0 1.208
C -2.403 -1.126 0.560 0.7 -2.5 0.5 -1.187
C -1.834 1.318 0.093 0.5 -3.1 -1.6 -1.216
N 3.158 0.438 0.808 -0.4 -1.7 -1.3 -0.460
N 1.584 -2.562 0.437 -0.2 -0.9 0.4 -0.402
N 3.511 -0.389 -1.386 -0.3 0.3 -1.1 -0.543
H 4.909 1.626 0.827 -1.1 -0.3 -0.7 0.341
H 5.081 0.786 -1.920 -0.1 0.5 0.5 0.380
H -0.004 -0.663 2.662 -1.8 -0.7 -2.1 0.242
H -3.433 -0.831 0.340 0.1 0.1 0.6 0.375
H -2.062 -1.566 -0.385 -0.1 -0.2 -0.1 0.279
H -2.297 -1.990 1.326 -0.5 1.5 -1.1 0.290
H -1.239 2.018 0.548 1.2 2.1 1.0 0.379
H -2.913 1.541 0.258 0.8 -0.2 -0.6 0.366
H -1.453 1.264 -1.005 -1.3 0.1 1.6 0.247
H 0.599 -2.763 0.355 -0.2 0.1 0.0 0.336
H 0.328 0.688 1.937 0.4 2.3 -1.0 0.312

=====

| no. | DFT total energy (eV) |
| --- | --- |
| 1 | -128633.8147 |
| 2 | -76250.8915 |
| 3 | -7298.2642 |
| 4 | -12940.2075 |